{
  "formula": "C59H30CdCl5F9N6O5",
  "method": "ωB97M-V/def2-TZVPD",
  "species": ["Cd", "Cl", "C", "C", "C", "C", "C", "C", "C", "C", "C", "C", "C", "C", "C", "C", "C", "C", "Cl", "C", "C", "C", "N", "C", "C", "C", "C", "C", "C", "Cl", "C", "C", "C", "C", "C", "C", "N", "C", "C", "C", "C", "C", "N", "C", "C", "C", "C", "Cl", "C", "C", "C", "C", "N", "H", "H", "H", "H", "H", "H", "H", "H", "H", "H", "H", "H", "H", "H", "H", "H", "H", "H", "H", "H", "H", "H", "H", "H", "O", "C", "O", "C", "C", "Cl", "N", "N", "C", "C", "O", "O", "C", "C", "C", "C", "C", "C", "H", "H", "H", "H", "H", "H", "F", "C", "F", "F", "C", "O", "C", "F", "F", "F", "C", "F", "F", "F"],
  "coordinates": [[0.155, -0.331, -0.654], [4.537, -5.532, 6.087], [3.654, -4.475, 5.004], [2.280, -4.358, 5.138], [1.585, -3.530, 4.267], [2.247, -2.815, 3.275], [3.627, -2.948, 3.165], [4.338, -3.778, 4.025], [1.488, -1.938, 2.325], [0.729, -2.676, 1.366], [0.644, -4.091, 1.286], [-0.251, -4.392, 0.277], [-0.695, -3.153, -0.275], [-1.744, -3.000, -1.299], [-2.231, -4.283, -1.891], [-3.550, -4.710, -1.742], [-3.992, -5.911, -2.290], [-3.095, -6.704, -2.979], [-3.639, -8.226, -3.661], [-1.773, -6.322, -3.130], [-1.350, -5.118, -2.582], [-2.329, -1.822, -1.710], [-1.991, -0.568, -1.271], [-2.811, 0.359, -1.840], [-2.766, 1.736, -1.622], [-3.640, 2.675, -2.349], [-3.117, 3.843, -2.928], [-3.918, 4.742, -3.619], [-5.269, 4.484, -3.759], [-6.283, 5.604, -4.650], [-5.830, 3.354, -3.194], [-5.023, 2.474, -2.485], [-1.744, 2.311, -0.669], [-1.825, 3.751, -0.192], [-0.726, 4.239, 0.680], [0.409, 3.292, 0.905], [-0.417, 1.775, -0.709], [0.999, 2.985, 2.105], [1.474, 1.619, 2.435], [2.269, 1.315, 3.616], [2.388, -0.036, 3.675], [1.651, -0.568, 2.546], [1.115, 0.492, 1.818], [1.166, 4.055, 3.141], [2.436, 4.595, 3.372], [2.634, 5.620, 4.287], [1.545, 6.121, 4.983], [1.779, 7.418, 6.139], [0.278, 5.614, 4.779], [0.098, 4.580, 3.864], [-3.712, -0.366, -2.777], [-3.421, -1.673, -2.697], [-0.080, -2.147, 0.386], [1.763, -4.909, 5.913], [0.509, -3.433, 4.355], [4.148, -2.404, 2.382], [5.412, -3.883, 3.932], [1.177, -4.798, 1.907], [-0.567, -5.374, -0.042], [-4.240, -4.085, -1.185], [-5.020, -6.231, -2.171], [-1.086, -6.953, -3.678], [-0.320, -4.802, -2.696], [-2.053, 4.040, -2.856], [-3.488, 5.631, -4.064], [-6.894, 3.172, -3.291], [-5.473, 1.621, -1.991], [-2.834, 4.126, -0.045], [-0.969, 4.970, 1.443], [2.682, 2.034, 4.307], [2.896, -0.611, 4.433], [3.278, 4.212, 2.804], [3.620, 6.037, 4.445], [-0.560, 6.014, 5.335], [-0.891, 4.157, 3.731], [-4.443, 0.088, -3.431], [-3.880, -2.476, -3.254], [2.357, 4.822, -0.751], [3.454, 4.114, -0.459], [4.505, 4.674, -0.261], [3.260, 2.652, -0.415], [4.234, 1.690, -0.515], [5.916, 1.937, -0.681], [3.642, 0.478, -0.613], [2.284, 0.635, -0.591], [2.029, 1.925, -0.431], [0.706, 2.495, -0.232], [-0.895, 4.725, -0.674], [-1.439, 1.472, 0.441], [4.154, -0.845, -0.401], [3.389, -1.927, -0.824], [3.803, -3.219, -0.545], [4.981, -3.454, 0.151], [5.745, -2.372, 0.565], [5.336, -1.070, 0.300], [1.593, 4.208, -0.864], [2.495, -1.763, -1.412], [3.185, -4.045, -0.879], [5.296, -4.467, 0.378], [6.665, -2.531, 1.115], [5.926, -0.248, 0.672], [3.036, -0.383, -5.534], [2.685, -0.497, -4.231], [3.034, 0.655, -3.628], [3.447, -1.464, -3.702], [1.154, -0.818, -4.007], [0.914, -1.260, -2.778], [0.345, 0.487, -4.354], [0.460, 1.387, -3.370], [-0.960, 0.194, -4.479], [0.733, 1.101, -5.496], [0.738, -1.910, -5.073], [-0.436, -2.450, -4.733], [1.642, -2.916, -5.115], [0.602, -1.455, -6.339]],
  "forces_ev_per_angstrom": [[0.42, -0.57, -0.60], [-0.02, 0.03, -0.02], [-0.07, 0.02, -0.02], [0.02, -0.01, 0.01], [-0.03, 0.01, 0.07], [-0.02, -0.10, 0.00], [0.03, 0.08, -0.06], [0.00, 0.05, -0.06], [-0.04, 0.13, -0.23], [0.08, 0.04, -0.06], [-0.08, -0.06, -0.01], [0.03, 0.00, -0.06], [-0.05, 0.02, 0.27], [0.02, -0.03, 0.00], [0.12, 0.13, 0.12], [-0.06, 0.00, -0.06], [-0.01, 0.09, 0.05], [0.00, 0.01, 0.02], [0.02, 0.06, 0.02], [0.07, 0.06, 0.00], [-0.03, -0.04, -0.08], [0.04, 0.12, 0.10], [-0.30, -0.10, -0.04], [0.17, 0.02, 0.00], [0.06, -0.02, 0.03], [0.02, -0.07, 0.02], [0.03, 0.03, -0.05], [0.09, 0.01, 0.03], [0.02, -0.03, 0.02], [0.03, -0.03, 0.03], [-0.03, -0.11, 0.05], [0.00, 0.02, 0.04], [0.34, -0.69, 0.13], [0.33, 0.08, 0.08], [-0.06, -0.03, -0.32], [0.17, -0.04, 0.32], [0.43, 1.18, -0.25], [0.02, 0.14, -0.08], [-0.02, -0.09, 0.15], [0.05, 0.15, -0.11], [-0.11, 0.05, -0.07], [0.00, -0.09, 0.05], [-0.19, 0.07, 0.15], [0.00, -0.10, 0.06], [-0.04, 0.01, -0.06], [0.01, -0.04, -0.03], [0.07, -0.02, -0.04], [0.00, -0.06, -0.05], [-0.08, -0.04, -0.01], [-0.04, -0.06, 0.13], [0.00, 0.04, 0.02], [0.04, 0.03, 0.08], [-0.22, -0.42, 0.20], [0.01, 0.01, -0.02], [0.05, -0.02, 0.00], [-0.14, -0.07, 0.23], [-0.03, 0.00, -0.01], [-0.07, 0.05, -0.04], [0.03, 0.06, 0.09], [0.04, -0.05, -0.03], [0.03, 0.02, 0.00], [-0.01, 0.02, 0.02], [-0.03, -0.01, -0.04], [-0.05, 0.00, 0.00], [0.01, -0.03, 0.02], [0.06, 0.00, 0.02], [0.01, 0.01, -0.06], [-0.03, 0.03, 0.00], [0.04, 0.02, 0.01], [-0.04, -0.02, -0.01], [0.01, 0.03, -0.02], [-0.05, 0.04, 0.04], [-0.03, -0.02, 0.00], [0.01, -0.02, -0.02], [0.03, 0.02, -0.02], [0.06, -0.01, 0.05], [0.04, 0.05, -0.01], [0.02, 0.00, -0.10], [-0.15, 0.07, 0.11], [0.18, -0.05, 0.01], [0.06, 0.11, 0.01], [0.03, 0.05, -0.01], [-0.03, -0.09, 0.00], [0.00, -0.37, -0.10], [0.01, 0.38, 0.14], [-0.13, -0.17, 0.14], [-0.30, -0.24, -0.56], [-0.14, -0.22, 0.26], [-0.41, 0.14, 0.04], [-0.07, 0.08, 0.07], [0.01, 0.07, -0.15], [0.04, -0.07, 0.01], [0.05, 0.05, -0.12], [0.08, 0.01, -0.20], [0.00, 0.02, 0.10], [-0.11, 0.07, -0.04], [-0.11, 0.01, 0.02], [0.02, 0.06, 0.04], [-0.02, 0.05, -0.01], [-0.03, 0.02, 0.00], [-0.02, 0.04, 0.01], [0.02, -0.01, 0.15], [-0.24, -0.07, 0.08], [0.00, -0.15, -0.11], [0.01, 0.14, -0.14], [0.09, -0.01, 0.00], [0.10, 0.30, -0.21], [-0.04, -0.17, 0.20], [-0.03, -0.03, -0.12], [0.10, 0.13, -0.06], [-0.05, -0.06, 0.15], [-0.10, -0.04, 0.27], [0.08, -0.09, -0.05], [-0.14, 0.15, -0.01], [0.12, -0.03, 0.09]],
  "total_charge": -2,
  "multiplicity": 1,
  "homo_energy_ev": -1.60
}


{
  "formula": "C59H38Cl9EuN5O4S2",
  "method": "ωB97M-V/def2-TZVPD",
  "species": ["Eu", "Cl", "C", "C", "C", "C", "C", "C", "C", "C", "C", "C", "C", "C", "C", "C", "C", "C", "Cl", "C", "C", "C", "N", "C", "C", "C", "C", "C", "C", "Cl", "C", "C", "C", "C", "C", "C", "N", "C", "C", "C", "C", "C", "N", "C", "C", "C", "C", "Cl", "C", "C", "C", "C", "N", "H", "H", "H", "H", "H", "H", "H", "H", "H", "H", "H", "H", "H", "H", "H", "H", "H", "H", "H", "H", "H", "H", "H", "H", "O", "N", "C", "C", "C", "C", "C", "S", "H", "H", "H", "H", "Cl", "C", "C", "C", "Cl", "C", "Cl", "C", "Cl", "C", "Cl", "O", "O", "C", "C", "S", "O", "C", "C", "H", "H", "H", "H", "H", "H", "H", "H", "H", "H"],
  "coordinates": [[-0.447, -0.142, 0.216], [1.496, -9.805, 0.663], [1.350, -8.118, 1.035], [1.140, -7.487, 2.283], [0.920, -6.111, 2.389], [0.966, -5.303, 1.205], [1.312, -5.884, 0.022], [1.467, -7.246, -0.079], [0.729, -3.849, 1.391], [1.772, -2.999, 0.996], [3.164, -3.430, 0.792], [3.923, -2.337, 0.737], [2.998, -1.187, 0.893], [3.416, 0.154, 1.150], [4.727, 0.652, 0.723], [5.972, 0.194, 1.120], [7.163, 0.718, 0.647], [7.063, 1.807, -0.242], [8.454, 2.328, -1.051], [5.804, 2.309, -0.712], [4.641, 1.780, -0.177], [2.627, 1.123, 1.769], [1.273, 1.224, 1.839], [1.007, 2.440, 2.467], [-0.236, 2.937, 2.832], [-0.116, 4.396, 3.307], [-0.610, 4.720, 4.545], [-0.639, 6.067, 5.000], [0.003, 7.041, 4.223], [-0.057, 8.706, 4.545], [0.647, 6.678, 3.044], [0.520, 5.378, 2.526], [-1.452, 2.170, 2.762], [-2.600, 2.456, 3.595], [-3.389, 1.325, 3.532], [-2.755, 0.371, 2.670], [-1.619, 0.961, 2.172], [-3.194, -0.939, 2.379], [-2.291, -2.086, 2.338], [-2.501, -3.350, 2.985], [-1.400, -4.162, 2.790], [-0.488, -3.367, 1.982], [-0.967, -2.092, 1.844], [-4.595, -1.375, 2.319], [-4.956, -2.256, 1.291], [-6.299, -2.517, 1.171], [-7.231, -2.285, 2.149], [-8.783, -2.944, 2.258], [-6.850, -1.375, 3.139], [-5.517, -1.000, 3.255], [2.288, 3.020, 2.932], [3.272, 2.161, 2.540], [1.717, -1.655, 0.976], [1.205, -8.134, 3.153], [0.662, -5.627, 3.308], [1.372, -5.288, -0.857], [1.525, -7.727, -1.048], [3.484, -4.482, 0.796], [4.949, -2.307, 0.521], [6.059, -0.508, 2.008], [8.126, 0.426, 1.001], [5.710, 3.249, -1.253], [3.703, 2.244, -0.390], [-1.082, 3.926, 5.120], [-1.085, 6.401, 5.911], [0.965, 7.524, 2.427], [1.025, 5.103, 1.633], [-2.886, 3.366, 4.088], [-4.244, 1.131, 4.185], [-3.442, -3.673, 3.351], [-1.236, -5.198, 3.012], [-4.250, -2.674, 0.584], [-6.646, -3.159, 0.370], [-7.623, -0.969, 3.789], [-5.160, -0.593, 4.147], [2.416, 3.932, 3.567], [4.373, 2.350, 2.575], [-2.501, -1.080, -1.022], [-2.528, -1.348, -2.289], [-3.697, -1.085, -2.925], [-3.841, -1.269, -4.294], [-2.809, -1.882, -5.011], [-1.626, -2.156, -4.284], [-1.443, -1.891, -2.894], [-0.071, -2.343, -1.932], [-4.414, -0.704, -2.226], [-4.828, -1.000, -4.747], [-2.762, -2.053, -6.069], [-0.852, -2.773, -4.752], [0.061, 4.315, -1.007], [-1.246, 3.407, -1.638], [-1.961, 2.470, -0.854], [-3.282, 2.198, -1.185], [-4.402, 1.406, -0.203], [-3.735, 2.522, -2.489], [-5.441, 2.331, -2.839], [-2.995, 3.281, -3.443], [-3.688, 3.858, -4.843], [-1.686, 3.724, -2.983], [-0.710, 4.705, -3.979], [1.431, 1.438, -2.579], [0.885, 0.253, -1.618], [2.177, 2.716, -6.191], [2.009, 2.669, -4.657], [1.266, 1.047, -4.077], [-0.103, 0.716, -4.497], [2.568, -0.347, -4.038], [3.131, -0.708, -5.430], [2.289, 3.761, -6.457], [1.326, 2.220, -6.706], [3.122, 2.230, -6.462], [1.347, 3.436, -4.187], [3.028, 2.698, -4.152], [1.996, -1.188, -3.561], [3.408, -0.148, -3.300], [2.281, -1.087, -6.103], [3.837, -1.568, -5.316], [3.701, 0.095, -5.937]],
  "forces_ev_per_angstrom": [[-0.22, -0.47, 2.05], [-0.01, -0.21, 0.69], [0.15, 3.04, -0.88], [0.21, -1.18, -0.10], [0.19, -0.64, -2.14], [-0.35, 0.63, 3.28], [-0.06, -0.48, -0.49], [-0.52, -1.77, 0.51], [-0.87, -0.32, -0.41], [1.82, 0.48, -0.57], [-1.77, -1.99, 0.46], [-1.16, 2.61, -0.39], [1.91, -0.55, -0.56], [-1.03, -1.76, 0.04], [-0.10, 1.03, -1.18], [0.10, -1.10, 1.99], [-0.98, 2.05, -1.15], [-1.98, -1.24, -0.40], [1.45, 0.77, -0.48], [0.54, -0.11, 1.69], [1.71, -1.36, 0.73], [-0.04, 0.57, 0.82], [-0.34, 0.70, -0.66], [1.61, -0.92, 0.41], [0.54, 0.98, -0.82], [-0.45, -1.58, -0.78], [-0.93, 1.54, 1.04], [1.04, -0.20, -1.01], [-0.19, -2.13, -0.43], [-0.16, 1.19, 0.76], [-0.97, -0.17, -1.05], [0.10, 0.68, 1.77], [-1.25, 1.41, 1.26], [0.70, -0.49, -1.15], [-0.52, -0.92, 0.28], [-0.04, 2.71, 0.71], [0.56, -1.57, -0.01], [0.32, -1.98, -0.23], [2.62, -1.24, 0.43], [-0.36, 0.83, -0.99], [0.97, 1.22, -1.68], [-0.53, -0.71, 1.15], [-1.75, 0.51, -0.68], [1.99, -0.19, -0.55], [-0.79, 1.02, 0.10], [-0.47, -2.76, -1.15], [1.37, 2.78, 1.23], [-1.23, -0.55, -0.53], [-0.41, -0.37, 0.25], [-1.61, -0.44, -0.46], [-0.40, 0.23, 0.46], [0.51, 1.19, -0.96], [-0.43, 0.61, 0.32], [-0.31, 0.22, 0.18], [0.27, -0.07, 0.44], [0.04, 0.46, -0.58], [0.34, 0.19, -0.12], [-0.12, 0.69, -0.07], [1.19, 0.22, 0.02], [-0.43, 0.57, -1.46], [0.40, -0.34, 0.12], [0.46, -0.35, -0.31], [-0.59, -0.08, -0.14], [0.17, 0.31, 0.06], [-0.36, -0.23, 0.53], [0.44, -0.59, 0.08], [0.01, -0.14, -0.78], [0.28, 0.15, 0.20], [0.26, 0.24, -0.56], [-0.67, -0.11, 0.64], [-0.42, -0.09, 0.18], [0.08, 0.40, -0.01], [0.19, -0.14, -0.26], [0.31, -0.37, 0.33], [0.18, 1.18, 1.03], [-0.21, -1.06, -0.76], [-1.21, -0.39, 0.28], [0.64, 0.55, 1.28], [-0.50, 0.37, -0.16], [0.80, -0.11, -0.91], [-1.40, -0.01, 0.04], [1.93, 0.50, 1.90], [-0.56, -0.69, -0.27], [0.26, -0.89, -0.87], [-0.47, 0.14, -0.49], [-0.47, 0.28, -0.08], [1.11, -0.25, 0.41], [-0.52, -0.13, -0.26], [-0.08, 0.60, 0.08], [0.94, -0.07, 0.35], [-2.92, -1.25, -2.29], [0.94, 0.53, 0.74], [1.52, 0.68, -2.99], [-0.36, -0.79, 1.31], [-0.31, 1.39, -0.30], [-0.09, -0.23, -0.36], [2.23, -0.71, 3.72], [-0.32, 0.40, -1.42], [-1.50, -1.24, 1.82], [0.18, 0.70, -0.80], [-1.21, -0.46, 1.08], [1.15, 1.24, -2.51], [-0.19, -0.43, 0.67], [0.75, -0.91, 0.20], [-0.20, -0.40, 2.78], [2.87, 0.55, -0.16], [0.12, -0.54, -0.40], [-0.88, -1.04, -0.51], [-0.31, 0.12, -0.32], [0.55, 0.60, 0.19], [-0.37, -0.05, -0.06], [0.34, -0.74, -0.51], [-1.37, -0.15, -0.40], [0.04, 0.70, -0.48], [-1.33, 0.68, -0.77], [1.27, 0.69, 0.80], [-0.56, 0.64, 0.03], [-0.47, -0.30, 0.37]],
  "total_charge": -2,
  "multiplicity": 8,
  "homo_energy_ev": [0.04, -1.79]
}